A cluster of 11 separate species, C56H139N5O23 in total, computed with ωB97M-V/def2-TZVPD.

Properties
SMILES: COC[C@H](C)N.COC[C@H](C)N.COC[C@H](C)N.COC[C@H](C)N.COC[C@H](C)N.COCCOCCOC.COCCOCCOC.COCCOCCOC.COCCOCCOC.COCCOCCOC.COCCOCCOC
LUMO in eV: 0.180
Energy in eV: -114847.3975
ΔE to the lowest compared entry with this formula, charge and spin in kJ/mol: 0.00

Bonds (Å) are listed after each position.
Positions of all 223 atoms, in Å:
1 C 9.026 1.544 5.749  O2 1.461, H7 1.090, H8 1.090, H9 1.090
2 O 9.043 1.695 4.296  C1 1.461, C3 1.444
3 C 9.653 0.608 3.566  O2 1.444, C4 1.559, H10 1.090, H11 1.090
4 C 11.185 0.787 3.337  C3 1.559, C5 1.521, N6 1.432, H12 1.090
5 C 11.505 1.537 2.053  C4 1.521, H13 1.090, H14 1.090, H15 1.090
6 N 11.878 -0.460 3.221  C4 1.432, H16 1.010, H17 1.010
7 H 8.835 2.547 6.133  C1 1.090
8 H 9.997 1.291 6.172  C1 1.090
9 H 8.268 0.855 6.121  C1 1.090
10 H 9.354 -0.396 3.869  C3 1.090
11 H 9.159 0.602 2.595  C3 1.090
12 H 11.524 1.453 4.131  C4 1.090
13 H 12.578 1.732 2.044  C5 1.090
14 H 10.961 2.480 2.096  C5 1.090
15 H 11.218 0.891 1.224  C5 1.090
16 H 12.631 -0.453 2.548  N6 1.010
17 H 11.181 -1.126 2.921  N6 1.010
18 C -3.324 2.537 4.512  O19 1.390, H24 1.090, H25 1.090, H26 1.090
19 O -3.062 3.902 4.493  C18 1.390, C20 1.420
20 C -1.973 4.345 5.291  O19 1.420, C21 1.574, H27 1.090, H28 1.090
21 C -1.932 5.909 5.126  C20 1.574, C22 1.531, N23 1.480, H29 1.090
22 C -1.873 6.269 3.639  C21 1.531, H30 1.090, H31 1.090, H32 1.090
23 N -0.680 6.464 5.684  C21 1.480, H33 1.010, H34 1.010
24 H -4.255 2.246 4.026  C18 1.090
25 H -3.377 2.178 5.540  C18 1.090
26 H -2.462 2.080 4.026  C18 1.090
27 H -2.079 4.000 6.319  C20 1.090
28 H -1.065 3.859 4.935  C20 1.090
29 H -2.842 6.274 5.603  C21 1.090
30 H -1.821 7.341 3.445  C22 1.090
31 H -2.774 5.903 3.146  C22 1.090
32 H -1.011 5.766 3.200  C22 1.090
33 H 0.166 6.132 5.244  N23 1.010
34 H -0.572 7.453 5.507  N23 1.010
35 C 2.791 -6.350 -3.721  O36 1.427, H41 1.090, H42 1.090, H43 1.090
36 O 2.655 -6.080 -5.117  C35 1.427, C37 1.428
37 C 1.848 -4.919 -5.313  O36 1.428, C38 1.523, H44 1.090, H45 1.090
38 C 1.894 -4.648 -6.811  C37 1.523, C39 1.530, N40 1.422, H46 1.090
39 C 1.089 -3.400 -7.178  C38 1.530, H47 1.090, H48 1.090, H49 1.090
40 N 1.294 -5.691 -7.568  C38 1.422, H50 1.010, H51 1.010
41 H 1.925 -6.686 -3.151  C35 1.090
42 H 3.478 -5.636 -3.266  C35 1.090
43 H 3.213 -7.355 -3.718  C35 1.090
44 H 0.782 -5.009 -5.105  C37 1.090
45 H 2.256 -3.986 -4.925  C37 1.090
46 H 2.890 -4.324 -7.112  C38 1.090
47 H 0.019 -3.539 -7.026  C39 1.090
48 H 1.231 -3.238 -8.247  C39 1.090
49 H 1.392 -2.576 -6.533  C39 1.090
50 H 1.723 -6.572 -7.325  N40 1.010
51 H 0.343 -5.798 -7.243  N40 1.010
52 C 5.547 5.183 -0.940  O53 1.430, H58 1.090, H59 1.090, H60 1.090
53 O 5.097 5.737 0.299  C52 1.430, C54 1.403
54 C 6.161 6.204 1.085  O53 1.403, C55 1.557, H61 1.090, H62 1.090
55 C 5.556 6.732 2.419  C54 1.557, C56 1.512, N57 1.474, H63 1.090
56 C 6.640 7.316 3.297  C55 1.512, H64 1.090, H65 1.090, H66 1.090
57 N 4.894 5.611 3.110  C55 1.474, H67 1.010, H68 1.010
58 H 5.730 6.046 -1.581  C52 1.090
59 H 4.760 4.622 -1.445  C52 1.090
60 H 6.517 4.706 -0.802  C52 1.090
61 H 7.018 5.550 1.244  C54 1.090
62 H 6.647 7.053 0.604  C54 1.090
63 H 4.840 7.507 2.145  C55 1.090
64 H 6.946 8.282 2.895  C56 1.090
65 H 7.594 6.791 3.339  C56 1.090
66 H 6.163 7.473 4.265  C56 1.090
67 H 4.513 5.027 2.380  N57 1.010
68 H 5.725 5.135 3.432  N57 1.010
69 C -9.346 0.037 -12.270  O70 1.415, H75 1.090, H76 1.090, H77 1.090
70 O -10.282 0.849 -12.954  C69 1.415, C71 1.430
71 C -10.746 0.125 -14.096  O70 1.430, C72 1.529, H78 1.090, H79 1.090
72 C -11.655 0.946 -15.011  C71 1.529, C73 1.509, N74 1.427, H80 1.090
73 C -11.925 0.207 -16.299  C72 1.509, H81 1.090, H82 1.090, H83 1.090
74 N -11.111 2.231 -15.310  C72 1.427, H84 1.010, H85 1.010
75 H -8.774 0.583 -11.519  C69 1.090
76 H -8.600 -0.415 -12.923  C69 1.090
77 H -9.853 -0.711 -11.660  C69 1.090
78 H -9.956 -0.154 -14.793  C71 1.090
79 H -11.280 -0.768 -13.773  C71 1.090
80 H -12.589 1.185 -14.503  C72 1.090
81 H -12.390 0.635 -17.187  C73 1.090
82 H -12.468 -0.726 -16.150  C73 1.090
83 H -11.014 -0.124 -16.797  C73 1.090
84 H -11.822 2.702 -15.851  N74 1.010
85 H -10.520 2.298 -16.126  N74 1.010
86 C 0.554 -10.853 7.077  O87 1.443, H95 1.090, H96 1.090, H97 1.090
87 O -0.653 -10.194 7.513  C86 1.443, C88 1.438
88 C -1.183 -10.292 8.847  O87 1.438, C89 1.563, H98 1.090, H99 1.090
89 C -0.385 -9.348 9.802  C88 1.563, O90 1.398, H100 1.090, H101 1.090
90 O -0.567 -8.057 9.299  C89 1.398, C91 1.416
91 C 0.003 -7.042 10.106  O90 1.416, C92 1.495, H102 1.090, H103 1.090
92 C -0.319 -5.794 9.348  C91 1.495, O93 1.399, H104 1.090, H105 1.090
93 O 0.425 -4.788 9.974  C92 1.399, C94 1.441
94 C 0.308 -3.604 9.161  O93 1.441, H106 1.090, H107 1.090, H108 1.090
95 H 1.377 -10.345 7.580  C86 1.090
96 H 0.727 -10.851 6.000  C86 1.090
97 H 0.526 -11.885 7.424  C86 1.090
98 H -1.233 -11.247 9.371  C88 1.090
99 H -2.179 -9.849 8.873  C88 1.090
100 H 0.667 -9.630 9.746  C89 1.090
101 H -0.674 -9.468 10.846  C89 1.090
102 H 1.093 -7.058 10.107  C91 1.090
103 H -0.236 -7.089 11.168  C91 1.090
104 H -1.376 -5.530 9.351  C92 1.090
105 H -0.071 -5.852 8.288  C92 1.090
106 H 0.739 -3.779 8.175  C94 1.090
107 H 0.969 -2.897 9.662  C94 1.090
108 H -0.677 -3.142 9.092  C94 1.090
109 C 9.534 -3.834 0.433  O110 1.422, H118 1.090, H119 1.090, H120 1.090
110 O 9.697 -4.249 1.783  C109 1.422, C111 1.412
111 C 9.975 -5.627 1.915  O110 1.412, C112 1.529, H121 1.090, H122 1.090
112 C 9.812 -6.067 3.371  C111 1.529, O113 1.434, H123 1.090, H124 1.090
113 O 10.976 -5.662 4.104  C112 1.434, C114 1.394
114 C 10.978 -6.209 5.386  O113 1.394, C115 1.597, H125 1.090, H126 1.090
115 C 10.447 -5.245 6.544  C114 1.597, O116 1.398, H127 1.090, H128 1.090
116 O 11.435 -4.532 7.229  C115 1.398, C117 1.446
117 C 12.142 -3.589 6.391  O116 1.446, H129 1.090, H130 1.090, H131 1.090
118 H 8.952 -2.913 0.466  C109 1.090
119 H 8.991 -4.533 -0.203  C109 1.090
120 H 10.461 -3.523 -0.050  C109 1.090
121 H 11.007 -5.855 1.650  C111 1.090
122 H 9.341 -6.196 1.235  C111 1.090
123 H 9.890 -7.152 3.426  C112 1.090
124 H 8.898 -5.752 3.876  C112 1.090
125 H 11.982 -6.441 5.742  C114 1.090
126 H 10.274 -7.041 5.382  C114 1.090
127 H 9.898 -5.835 7.279  C115 1.090
128 H 9.800 -4.434 6.209  C115 1.090
129 H 12.788 -2.969 7.012  C117 1.090
130 H 11.415 -2.977 5.856  C117 1.090
131 H 12.712 -4.175 5.670  C117 1.090
132 C -6.926 -8.902 0.558  O133 1.385, H141 1.090, H142 1.090, H143 1.090
133 O -5.970 -8.339 1.388  C132 1.385, C134 1.511
134 C -4.533 -8.572 0.985  O133 1.511, C135 1.570, H144 1.090, H145 1.090
135 C -4.108 -7.502 -0.082  C134 1.570, O136 1.415, H146 1.090, H147 1.090
136 O -4.838 -7.721 -1.274  C135 1.415, C137 1.396
137 C -4.825 -6.578 -2.076  O136 1.396, C138 1.582, H148 1.090, H149 1.090
138 C -5.160 -6.924 -3.584  C137 1.582, O139 1.412, H150 1.090, H151 1.090
139 O -4.104 -7.615 -4.217  C138 1.412, C140 1.384
140 C -3.731 -8.866 -3.758  O139 1.384, H152 1.090, H153 1.090, H154 1.090
141 H -7.216 -9.835 1.039  C132 1.090
142 H -6.671 -8.962 -0.500  C132 1.090
143 H -7.843 -8.327 0.689  C132 1.090
144 H -4.209 -9.564 0.668  C134 1.090
145 H -3.812 -8.339 1.769  C134 1.090
146 H -3.067 -7.748 -0.290  C135 1.090
147 H -4.326 -6.505 0.302  C135 1.090
148 H -4.083 -5.801 -1.892  C137 1.090
149 H -5.495 -5.894 -1.556  C137 1.090
150 H -5.309 -5.960 -4.069  C138 1.090
151 H -6.076 -7.471 -3.806  C138 1.090
152 H -3.182 -8.798 -2.818  C140 1.090
153 H -3.163 -9.331 -4.564  C140 1.090
154 H -4.530 -9.560 -3.497  C140 1.090
155 C -11.595 10.958 -1.027  O156 1.471, H164 1.090, H165 1.090, H166 1.090
156 O -11.399 9.811 -0.126  C155 1.471, C157 1.417
157 C -11.165 8.563 -0.755  O156 1.417, C158 1.533, H167 1.090, H168 1.090
158 C -9.679 8.286 -1.013  C157 1.533, O159 1.454, H169 1.090, H170 1.090
159 O -8.840 8.431 0.166  C158 1.454, C160 1.477
160 C -9.293 7.840 1.441  O159 1.477, C161 1.520, H171 1.090, H172 1.090
161 C -9.290 6.325 1.567  C160 1.520, O162 1.425, H173 1.090, H174 1.090
162 O -10.173 5.605 0.712  C161 1.425, C163 1.396
163 C -9.809 4.270 0.525  O162 1.396, H175 1.090, H176 1.090, H177 1.090
164 H -12.534 10.898 -1.578  C155 1.090
165 H -10.864 10.995 -1.834  C155 1.090
166 H -11.529 11.903 -0.488  C155 1.090
167 H -11.763 8.502 -1.665  C157 1.090
168 H -11.580 7.752 -0.157  C157 1.090
169 H -9.321 8.909 -1.833  C158 1.090
170 H -9.629 7.296 -1.466  C158 1.090
171 H -10.231 8.270 1.792  C160 1.090
172 H -8.516 8.199 2.116  C160 1.090
173 H -9.389 6.112 2.632  C161 1.090
174 H -8.290 5.932 1.383  C161 1.090
175 H -8.754 4.027 0.399  C163 1.090
176 H -10.254 3.978 -0.427  C163 1.090
177 H -10.241 3.646 1.307  C163 1.090
178 C 3.650 11.639 -4.354  O179 1.424, H187 1.090, H188 1.090, H189 1.090
179 O 2.810 10.489 -4.368  C178 1.424, C180 1.454
180 C 1.851 10.413 -3.277  O179 1.454, C181 1.526, H190 1.090, H191 1.090
181 C 1.020 9.195 -3.667  C180 1.526, O182 1.479, H192 1.090, H193 1.090
182 O 0.625 9.209 -5.092  C181 1.479, C183 1.456
183 C 0.427 7.929 -5.757  O182 1.456, C184 1.532, H194 1.090, H195 1.090
184 C -0.646 6.987 -5.201  C183 1.532, O185 1.453, H196 1.090, H197 1.090
185 O -1.926 7.557 -5.587  C184 1.453, C186 1.410
186 C -2.428 8.690 -4.915  O185 1.410, H198 1.090, H199 1.090, H200 1.090
187 H 4.575 11.553 -4.923  C178 1.090
188 H 4.041 11.836 -3.356  C178 1.090
189 H 3.080 12.530 -4.618  C178 1.090
190 H 1.198 11.283 -3.224  C180 1.090
191 H 2.396 10.172 -2.364  C180 1.090
192 H 0.069 9.045 -3.155  C181 1.090
193 H 1.589 8.291 -3.450  C181 1.090
194 H 1.387 7.415 -5.718  C183 1.090
195 H 0.225 8.137 -6.808  C183 1.090
196 H -0.732 6.933 -4.116  C184 1.090
197 H -0.563 5.953 -5.538  C184 1.090
198 H -2.172 8.818 -3.863  C186 1.090
199 H -3.482 8.833 -5.151  C186 1.090
200 H -1.966 9.595 -5.310  C186 1.090
201 C 1.629 -4.879 2.690  O202 1.413, H210 1.090, H211 1.090, H212 1.090
202 O 1.180 -3.865 1.814  C201 1.413, C203 1.446
203 C 1.897 -2.649 2.126  O202 1.446, C204 1.573, H213 1.090, H214 1.090
204 C 1.794 -1.429 1.139  C203 1.573, O205 1.396, H215 1.090, H216 1.090
205 O 0.462 -1.018 1.067  C204 1.396, C206 1.445
206 C 0.201 -0.098 -0.016  O205 1.445, C207 1.546, H217 1.090, H218 1.090
207 C -1.330 -0.243 -0.173  C206 1.546, O208 1.482, H219 1.090, H220 1.090
208 O -1.567 -0.457 -1.620  C207 1.482, C209 1.459
209 C -2.990 -0.390 -1.935  O208 1.459, H221 1.090, H222 1.090, H223 1.090
210 H 2.075 -4.522 3.618  C201 1.090
211 H 2.366 -5.444 2.119  C201 1.090
212 H 0.817 -5.552 2.963  C201 1.090
213 H 2.970 -2.745 2.294  C203 1.090
214 H 1.580 -2.227 3.080  C203 1.090
215 H 2.060 -1.744 0.130  C204 1.090
216 H 2.534 -0.666 1.379  C204 1.090
217 H 0.673 -0.314 -0.974  C206 1.090
218 H 0.365 0.949 0.242  C206 1.090
219 H -1.804 0.688 0.139  C207 1.090
220 H -1.751 -1.152 0.255  C207 1.090
221 H -3.118 -0.492 -3.013  C209 1.090
222 H -3.393 0.603 -1.735  C209 1.090
223 H -3.508 -1.158 -1.361  C209 1.090